# 1
A cluster of 10 separate species, C44H118F6N12O24P8 in total in a non-equilibrium geometry. Source: the Open Molecules 2025 dataset; level of theory: ωB97M-V/def2-TZVPD.

The geometry in XYZ format:
```
212
Properties=species:S:1:pos:R:3:lowdin_charge:R:1
C -7.048 -1.610 0.949 -0.087
N -6.832 -0.385 1.809 -0.304
C -6.505 0.810 0.978 -0.105
P -6.219 -0.519 3.414 0.660
O -4.760 -0.863 3.431 -0.308
N -6.576 1.102 4.059 -0.330
C -7.888 1.741 3.948 -0.121
C -5.723 1.568 5.131 -0.135
N -7.372 -1.560 4.249 -0.308
C -8.855 -1.476 4.045 -0.110
C -6.966 -2.126 5.578 -0.106
H -6.101 -1.996 0.572 0.069
H -7.708 -1.373 0.114 0.077
H -7.567 -2.343 1.567 0.063
H -7.147 0.861 0.099 0.081
H -5.453 0.756 0.697 0.061
H -6.659 1.749 1.509 0.064
H -7.916 2.824 3.825 0.080
H -8.414 1.384 3.062 0.069
H -8.311 1.441 4.906 0.073
H -4.774 1.036 5.206 0.078
H -5.523 2.619 4.924 0.072
H -6.266 1.464 6.070 0.072
H -9.245 -2.490 4.127 0.077
H -9.352 -0.786 4.726 0.071
H -8.932 -1.177 2.999 0.056
H -5.946 -2.507 5.554 0.074
H -7.560 -3.034 5.683 0.070
H -7.158 -1.440 6.404 0.074
C 3.167 -0.766 5.976 -0.110
N 2.365 0.218 5.263 -0.310
C 1.946 -0.179 3.967 -0.134
P 1.989 1.799 5.802 0.662
O 0.847 2.469 5.127 -0.301
N 1.891 1.691 7.539 -0.307
C 1.236 0.609 8.230 -0.132
C 2.133 2.909 8.343 -0.104
N 3.467 2.701 5.472 -0.297
C 3.517 3.590 4.256 -0.088
C 4.766 2.278 5.836 -0.147
H 2.619 -1.708 5.977 0.075
H 3.246 -0.459 7.018 0.070
H 4.131 -0.830 5.471 0.066
H 2.685 0.152 3.237 0.065
H 0.941 0.235 3.880 0.078
H 1.941 -1.245 3.738 0.079
H 1.176 -0.309 7.646 0.073
H 1.853 0.397 9.103 0.080
H 0.259 0.937 8.587 0.085
H 3.105 3.390 8.234 0.065
H 1.388 3.704 8.291 0.081
H 2.223 2.508 9.353 0.073
H 3.603 2.939 3.387 0.058
H 2.577 4.142 4.237 0.066
H 4.452 4.141 4.153 0.073
H 4.862 1.207 5.658 0.050
H 4.934 2.469 6.896 0.074
H 5.521 2.765 5.219 0.079
C 0.987 2.695 1.362 -0.084
N -0.188 3.578 1.357 -0.272
C -0.117 4.502 2.474 -0.111
P -1.587 3.199 0.508 0.616
O -1.514 2.029 -0.389 -0.283
N -2.772 3.033 1.782 -0.259
C -3.177 4.135 2.717 -0.118
C -3.243 1.687 2.105 -0.128
N -2.132 4.654 -0.225 -0.315
C -1.267 5.452 -1.004 -0.147
C -3.553 4.814 -0.575 -0.091
H 0.865 1.939 2.138 0.067
H 1.921 3.181 1.644 0.062
H 1.069 2.167 0.412 0.061
H 0.838 5.026 2.425 0.073
H -0.290 3.962 3.404 0.070
H -0.882 5.278 2.492 0.065
H -4.247 4.122 2.921 0.065
H -2.759 4.041 3.719 0.075
H -2.921 5.105 2.289 0.059
H -4.269 1.694 2.473 0.045
H -3.312 1.183 1.141 0.049
H -2.656 0.994 2.708 0.079
H -0.245 5.095 -0.881 0.059
H -1.463 5.452 -2.076 0.084
H -1.245 6.454 -0.576 0.087
H -3.832 3.953 -1.182 0.074
H -3.676 5.611 -1.309 0.079
H -4.150 4.956 0.326 0.066
C 0.879 -0.917 -7.301 -0.105
N 2.120 -0.786 -6.550 -0.296
C 2.137 -1.378 -5.219 -0.124
P 3.179 0.582 -6.792 0.670
O 2.857 1.733 -5.921 -0.284
N 4.845 0.107 -6.852 -0.314
C 5.850 1.141 -6.454 -0.086
C 5.305 -1.212 -7.063 -0.147
N 2.988 0.887 -8.549 -0.324
C 3.615 0.031 -9.594 -0.112
C 2.561 2.217 -8.936 -0.133
H 1.139 -1.090 -8.345 0.067
H 0.287 -0.002 -7.269 0.079
H 0.253 -1.757 -7.000 0.076
H 1.526 -0.782 -4.542 0.060
H 3.118 -1.505 -4.761 0.068
H 1.821 -2.421 -5.252 0.071
H 5.908 1.236 -5.370 0.071
H 6.819 0.932 -6.908 0.080
H 5.574 2.112 -6.864 0.070
H 4.727 -1.858 -6.403 0.066
H 5.269 -1.530 -8.105 0.063
H 6.318 -1.329 -6.677 0.085
H 3.650 -1.041 -9.403 0.061
H 3.032 0.119 -10.510 0.077
H 4.645 0.383 -9.648 0.074
H 2.349 2.267 -10.004 0.074
H 3.430 2.836 -8.717 0.072
H 1.651 2.479 -8.396 0.075
C -3.974 -6.183 -4.439 -0.054
C -3.360 -5.266 -3.353 -0.182
O -1.961 -4.975 -3.519 0.026
C -1.060 -5.916 -3.459 -0.394
O -1.278 -7.066 -3.175 0.153
C 0.395 -5.457 -3.906 -0.496
F 1.247 -5.869 -2.989 0.179
F 0.726 -6.080 -5.051 0.159
F 0.469 -4.090 -4.061 0.114
H -5.055 -6.049 -4.387 0.080
H -3.663 -7.226 -4.396 0.070
H -3.679 -5.966 -5.465 0.080
H -3.670 -5.474 -2.329 0.127
H -3.964 -4.359 -3.382 0.111
C 1.061 2.015 -2.722 -0.048
C 2.311 2.820 -2.781 -0.194
O 2.320 3.674 -1.619 0.016
C 3.478 4.271 -1.289 -0.314
O 4.578 4.051 -1.818 0.116
C 3.346 5.196 -0.028 -0.536
F 3.856 6.354 -0.327 0.197
F 2.039 5.357 0.343 0.124
F 4.045 4.783 1.035 0.158
H 1.165 1.164 -3.394 0.068
H 0.070 2.458 -2.819 0.070
H 1.005 1.565 -1.730 0.057
H 2.399 3.457 -3.661 0.129
H 3.164 2.143 -2.832 0.102
C -2.617 1.596 -3.673 -0.045
O -3.743 0.877 -4.357 -0.252
P -3.639 0.218 -5.852 0.462
O -4.795 -0.657 -6.219 -0.250
O -3.302 1.541 -6.810 -0.241
C -4.382 2.402 -7.180 -0.114
O -2.238 -0.497 -5.800 -0.221
C -2.041 -1.684 -5.062 -0.108
H -2.557 1.231 -2.648 0.057
H -2.728 2.680 -3.665 0.085
H -1.661 1.260 -4.074 0.072
H -4.053 3.402 -7.462 0.083
H -5.072 2.599 -6.360 0.086
H -4.829 1.936 -8.058 0.089
H -2.923 -2.042 -4.533 0.076
H -1.258 -1.581 -4.310 0.085
H -1.801 -2.585 -5.625 0.089
C -2.600 -1.621 -1.223 -0.059
O -1.687 -2.731 -1.394 -0.242
P -0.082 -2.594 -1.066 0.514
O 0.760 -1.877 -2.079 -0.246
O -0.074 -2.039 0.435 -0.211
C 0.276 -0.741 0.758 -0.130
O 0.508 -4.101 -0.752 -0.247
C -0.142 -4.944 0.198 -0.082
H -2.126 -0.781 -0.715 0.071
H -3.456 -1.874 -0.597 0.081
H -3.100 -1.350 -2.153 0.076
H 1.076 -0.577 1.480 0.056
H -0.614 -0.146 0.967 0.076
H 0.702 -0.298 -0.142 0.066
H 0.254 -5.925 -0.065 0.095
H -1.209 -4.888 -0.015 0.087
H 0.178 -4.627 1.191 0.074
C 6.318 2.294 0.769 -0.087
O 5.033 1.635 0.911 -0.229
P 4.894 0.040 0.701 0.450
O 3.548 -0.559 0.928 -0.225
O 5.499 -0.136 -0.752 -0.190
C 4.630 -0.152 -1.853 -0.104
O 6.098 -0.528 1.622 -0.232
C 5.888 -0.829 3.011 -0.070
H 7.089 1.525 0.802 0.077
H 6.586 2.997 1.557 0.086
H 6.501 2.871 -0.138 0.083
H 3.583 -0.076 -1.560 0.079
H 4.692 -1.098 -2.391 0.090
H 4.879 0.605 -2.596 0.085
H 6.640 -1.593 3.208 0.100
H 4.877 -1.207 3.161 0.049
H 6.023 0.060 3.626 0.083
C 2.996 -3.600 2.312 -0.069
O 2.172 -4.249 3.277 -0.245
P 2.801 -4.913 4.572 0.420
O 3.706 -3.980 5.235 -0.220
O 1.456 -5.482 5.327 -0.207
C 0.336 -5.941 4.535 -0.102
O 3.526 -6.260 4.067 -0.222
C 4.265 -7.013 5.004 -0.115
H 3.526 -4.350 1.725 0.102
H 3.705 -2.899 2.753 0.063
H 2.227 -3.082 1.740 0.081
H 0.493 -5.929 3.457 0.069
H -0.566 -5.356 4.718 0.088
H -0.034 -6.943 4.749 0.084
H 5.243 -7.181 4.552 0.089
H 3.730 -7.951 5.145 0.092
H 4.509 -6.497 5.932 0.087
```

Output
Frontier orbital gap in eV: 8.4
Total energy in Eh: -7540.57038
Net charge: 0
Multiplicity: 1
HOMO in eV: -7.91
Structure (SMILES): CN(C)P(=O)(N(C)C)N(C)C.CN(C)P(=O)(N(C)C)N(C)C.CN(C)P(=O)(N(C)C)N(C)C.CN(C)P(=O)(N(C)C)N(C)C.CCOC(=O)C(F)(F)F.CCOC(=O)C(F)(F)F.COP(=O)(OC)OC.COP(=O)(OC)OC.COP(=O)(OC)OC.COP(=O)(OC)OC

---

# 2
A cluster of 11 separate species, C44H121N11O11 in total in a non-equilibrium geometry. Source: the Open Molecules 2025 dataset; level of theory: ωB97M-V/def2-TZVPD.

The geometry in XYZ format:
```
187
Properties=species:S:1:pos:R:3:lowdin_charge:R:1
C -12.391 0.568 0.323 -0.117
O -13.740 0.801 -0.047 -0.210
C -13.895 1.966 -0.932 -0.172
C -15.392 1.970 -1.448 -0.396
C -16.353 2.317 -0.267 -0.070
N -15.772 0.633 -1.981 0.039
H -11.777 0.225 -0.509 0.080
H -12.422 -0.259 1.033 0.089
H -11.903 1.470 0.693 0.084
H -13.694 2.911 -0.428 0.113
H -13.189 1.943 -1.762 0.113
H -15.426 2.755 -2.204 0.126
H -16.293 1.597 0.549 0.070
H -17.401 2.295 -0.568 0.072
H -16.056 3.262 0.186 0.069
H -15.728 0.039 -1.165 0.057
H -14.852 0.458 -2.359 0.053
C -3.025 -2.503 -6.114 -0.110
O -3.283 -3.710 -5.415 -0.197
C -2.159 -4.550 -5.188 -0.193
C -2.619 -5.695 -4.265 -0.446
C -3.014 -5.140 -2.859 -0.049
N -1.699 -6.800 -4.108 0.019
H -2.723 -2.675 -7.147 0.080
H -2.248 -1.900 -5.644 0.083
H -3.923 -1.895 -6.227 0.085
H -1.906 -4.971 -6.161 0.121
H -1.316 -4.026 -4.739 0.126
H -3.503 -6.170 -4.691 0.127
H -3.464 -5.950 -2.286 0.071
H -3.754 -4.343 -2.938 0.069
H -2.086 -4.736 -2.456 0.076
H -1.529 -7.188 -5.025 0.066
H -2.129 -7.563 -3.605 0.070
C 3.696 4.642 6.675 -0.111
O 4.076 4.639 8.048 -0.185
C 3.687 3.410 8.636 -0.212
C 4.073 3.397 10.110 -0.449
C 5.526 2.911 10.370 -0.056
N 3.176 2.520 10.821 0.020
H 4.178 3.801 6.176 0.083
H 3.920 5.625 6.262 0.091
H 2.652 4.379 6.508 0.078
H 2.606 3.443 8.500 0.120
H 4.167 2.538 8.194 0.129
H 3.968 4.366 10.600 0.133
H 5.770 1.930 9.961 0.077
H 5.699 3.013 11.441 0.069
H 6.260 3.592 9.940 0.073
H 3.453 2.684 11.778 0.070
H 2.238 2.860 10.661 0.069
C 4.874 7.352 -3.060 -0.112
O 5.678 6.200 -3.225 -0.202
C 6.306 6.022 -4.511 -0.185
C 7.330 4.872 -4.449 -0.445
C 8.504 5.060 -3.555 -0.085
N 7.876 4.551 -5.775 0.034
H 4.744 7.339 -1.978 0.087
H 3.908 7.074 -3.482 0.082
H 5.219 8.323 -3.413 0.087
H 5.505 5.735 -5.194 0.113
H 6.675 6.936 -4.976 0.121
H 6.833 3.984 -4.060 0.141
H 9.292 5.708 -3.938 0.080
H 8.992 4.105 -3.361 0.078
H 8.210 5.367 -2.551 0.076
H 7.059 4.259 -6.293 0.061
H 8.210 5.332 -6.322 0.069
C 6.081 -12.057 4.135 -0.102
O 5.555 -11.439 2.950 -0.211
C 4.284 -10.777 3.196 -0.186
C 3.779 -10.021 1.955 -0.431
C 4.786 -9.085 1.293 -0.073
N 2.574 -9.238 2.218 0.029
H 6.949 -12.606 3.772 0.085
H 5.328 -12.718 4.565 0.082
H 6.435 -11.306 4.841 0.083
H 3.615 -11.555 3.564 0.116
H 4.381 -10.071 4.020 0.117
H 3.574 -10.821 1.243 0.135
H 4.986 -8.244 1.957 0.077
H 4.319 -8.639 0.415 0.072
H 5.720 -9.493 0.906 0.074
H 2.778 -8.271 2.425 0.065
H 2.036 -9.182 1.365 0.068
C -6.634 7.322 0.040 -0.078
O -5.865 7.551 1.265 -0.204
C -6.599 7.688 2.510 -0.186
C -5.592 8.125 3.584 -0.440
C -4.826 7.032 4.177 -0.104
N -6.252 8.834 4.719 0.033
H -7.023 6.304 0.039 0.079
H -6.014 7.450 -0.847 0.079
H -7.424 8.070 -0.021 0.078
H -7.367 8.459 2.444 0.109
H -7.118 6.789 2.843 0.122
H -4.883 8.818 3.131 0.142
H -4.008 7.404 4.794 0.081
H -4.245 6.461 3.451 0.082
H -5.279 6.249 4.784 0.083
H -6.796 8.228 5.316 0.064
H -6.850 9.581 4.399 0.060
C 3.778 0.561 -9.766 -0.102
O 4.999 0.813 -10.479 -0.203
C 4.911 0.451 -11.876 -0.187
C 6.387 0.500 -12.459 -0.447
C 6.578 0.293 -13.938 -0.076
N 7.134 -0.523 -11.804 0.024
H 3.050 1.337 -10.002 0.086
H 4.118 0.653 -8.734 0.083
H 3.398 -0.461 -9.785 0.084
H 4.522 -0.556 -12.032 0.116
H 4.329 1.154 -12.471 0.115
H 6.661 1.508 -12.149 0.138
H 6.166 -0.648 -14.303 0.077
H 7.599 0.406 -14.301 0.079
H 6.023 1.054 -14.487 0.070
H 6.739 -1.443 -11.936 0.075
H 7.096 -0.368 -10.807 0.068
C 2.048 -9.498 9.586 -0.143
O 2.406 -8.241 9.161 -0.188
C 3.052 -7.397 10.096 -0.191
C 2.919 -5.958 9.629 -0.444
C 3.496 -5.622 8.247 -0.062
N 3.520 -5.075 10.604 0.025
H 1.648 -9.549 10.598 0.084
H 2.863 -10.220 9.531 0.085
H 1.259 -9.873 8.935 0.089
H 2.434 -7.572 10.976 0.116
H 4.059 -7.714 10.366 0.129
H 1.855 -5.720 9.614 0.139
H 4.555 -5.879 8.274 0.076
H 3.426 -4.579 7.938 0.074
H 3.006 -6.180 7.448 0.072
H 4.514 -5.091 10.423 0.066
H 3.181 -4.136 10.452 0.073
C -11.325 -2.474 -6.109 -0.131
O -12.461 -1.880 -6.680 -0.188
C -12.142 -1.258 -7.943 -0.177
C -13.402 -1.157 -8.851 -0.419
C -13.888 -2.575 -9.331 -0.062
N -13.208 -0.343 -10.019 0.009
H -11.523 -2.825 -5.096 0.086
H -10.545 -1.744 -5.897 0.082
H -10.959 -3.275 -6.752 0.089
H -11.678 -0.289 -7.759 0.121
H -11.372 -1.816 -8.476 0.114
H -14.283 -0.714 -8.388 0.134
H -14.832 -2.582 -9.876 0.070
H -13.951 -3.192 -8.434 0.066
H -13.092 -2.956 -9.971 0.069
H -12.461 -0.611 -10.644 0.069
H -14.052 -0.356 -10.573 0.069
C -2.156 0.807 0.043 -0.082
O -1.072 0.149 0.714 -0.187
C 0.175 0.543 0.276 -0.245
C 1.285 -0.200 1.004 -0.457
C 2.717 -0.005 0.474 -0.070
N 1.111 -1.625 1.032 0.040
H -1.959 1.876 -0.036 0.085
H -3.088 0.765 0.607 0.083
H -2.384 0.294 -0.892 0.087
H 0.242 0.304 -0.785 0.126
H 0.292 1.623 0.370 0.125
H 1.365 0.147 2.034 0.133
H 3.450 -0.621 0.995 0.083
H 2.905 1.062 0.588 0.073
H 2.842 -0.138 -0.601 0.074
H 1.385 -1.816 0.078 0.065
H 0.128 -1.858 1.045 0.066
C 12.338 6.872 6.773 -0.097
O 12.427 6.142 5.536 -0.202
C 11.272 5.360 5.383 -0.206
C 11.508 4.468 4.057 -0.418
C 10.314 3.549 3.841 -0.083
N 12.659 3.612 4.215 0.034
H 12.143 6.278 7.666 0.085
H 11.458 7.507 6.666 0.079
H 13.180 7.547 6.923 0.088
H 11.128 4.730 6.262 0.115
H 10.410 6.027 5.408 0.116
H 11.670 5.121 3.200 0.134
H 9.418 4.151 3.689 0.074
H 10.038 3.026 4.757 0.074
H 10.480 2.848 3.024 0.081
H 12.336 2.978 4.932 0.065
H 13.328 4.154 4.742 0.062
```

Output
Frontier orbital gap in eV: 9.4
Total energy in Eh: -3178.57828
Relative energy (zero: lowest compared OMol25 entry of this formula, charge and spin) in kJ/mol: 551.3
Net charge: 0
Multiplicity: 1
HOMO in eV: -8.97
Structure (SMILES): COC[C@H](C)N.COC[C@H](C)N.COC[C@H](C)N.COC[C@H](C)N.COC[C@H](C)N.COC[C@H](C)N.COC[C@H](C)N.COC[C@H](C)N.COC[C@H](C)N.COC[C@H](C)N.COC[C@H](C)N